(a)
{"formula": "C5H11NO2", "method": "wB97M-V/def2-TZVPD", "homo_ev": -9.102, "smiles": "C[C@@H](CC=O)NCO", "multiplicity": 1, "lumo_ev": 0.743, "elements": ["C", "C", "C", "C", "O", "N", "C", "O", "H", "H", "H", "H", "H", "H", "H", "H", "H", "H", "H"], "xyz": [[-0.69, 0.41, -1.83], [-0.22, 0.31, -0.36], [-1.44, 0.37, 0.58], [-1.28, 0.89, 1.98], [-2.15, 0.76, 2.81], [0.52, -0.91, -0.15], [1.81, -0.90, 0.53], [2.90, -0.67, -0.28], [-0.17, -0.31, -2.48], [-1.76, 0.24, -1.90], [-0.48, 1.41, -2.22], [0.37, 1.20, -0.05], [-1.76, -0.67, 0.73], [-2.32, 0.81, 0.08], [-0.44, 1.56, 2.15], [0.51, -1.56, -0.92], [1.66, -0.08, 1.25], [2.00, -1.72, 1.24], [2.95, -1.15, -1.14]], "nbo_charge": [-0.612, -0.047, -0.539, 0.443, -0.512, -0.662, 0.102, -0.739, 0.207, 0.209, 0.222, 0.186, 0.248, 0.238, 0.101, 0.362, 0.158, 0.157, 0.478]}

(b)
{"formula": "C5H11NO2", "method": "wB97M-V/def2-TZVPD", "homo_ev": -8.375, "multiplicity": 1, "lumo_ev": -4.424, "elements": ["C", "C", "C", "C", "N", "C", "O", "O", "H", "H", "H", "H", "H", "H", "H", "H", "H", "H", "H"], "xyz": [[1.06, -0.14, -1.16], [-0.24, 0.64, -0.61], [-1.28, -0.46, -0.40], [-0.73, 1.59, -1.74], [0.72, -0.83, -2.27], [0.32, -0.35, 2.47], [-0.64, 0.42, 2.26], [1.01, -1.03, 1.68], [1.79, 0.63, -1.51], [1.47, -0.76, -0.37], [-0.01, 1.17, 0.31], [-1.45, -0.99, -1.36], [-2.13, -0.08, 0.15], [-0.85, -1.22, 0.26], [-1.80, 1.80, -1.67], [-0.68, 0.90, -2.55], [-0.06, 2.43, -1.87], [0.98, -1.82, -2.19], [0.59, -0.46, 3.55]], "nbo_charge": [-0.339, -0.095, -0.631, -0.642, -0.183, 0.627, -0.680, -0.755, 0.328, 0.275, 0.289, 0.194, 0.257, 0.262, 0.235, 0.219, 0.213, 0.351, 0.073]}

Most stable = (a)

(a)
{"formula": "C5H11NO2", "method": "wB97M-V/def2-TZVPD", "homo_ev": -9.307, "smiles": "CCN(C=O)CCO", "multiplicity": 1, "lumo_ev": 0.836, "elements": ["C", "C", "N", "C", "O", "C", "C", "O", "H", "H", "H", "H", "H", "H", "H", "H", "H", "H", "H"], "xyz": [[-0.64, 2.53, -1.05], [0.28, 1.57, -0.30], [-0.35, 0.32, 0.13], [-1.65, 0.25, 0.54], [-2.03, -0.49, 1.44], [0.58, -0.69, 0.58], [1.01, -1.60, -0.59], [2.37, -2.00, -0.51], [-0.20, 2.96, -1.95], [-0.80, 3.45, -0.47], [-1.66, 2.19, -1.23], [0.75, 2.06, 0.56], [1.09, 1.27, -0.97], [-2.43, 0.77, -0.02], [1.50, -0.26, 0.98], [0.14, -1.28, 1.38], [0.36, -2.46, -0.66], [0.93, -1.03, -1.50], [2.46, -2.67, 0.18]], "nbo_charge": [-0.641, -0.205, -0.450, 0.525, -0.606, -0.262, -0.067, -0.716, 0.225, 0.216, 0.220, 0.189, 0.199, 0.128, 0.201, 0.235, 0.168, 0.174, 0.466]}

(b)
{"formula": "C5H11NO2", "method": "wB97M-V/def2-TZVPD", "homo_ev": -9.443, "smiles": "CCC(=O)NCCO", "multiplicity": 1, "lumo_ev": 0.626, "elements": ["C", "C", "C", "O", "N", "C", "C", "O", "H", "H", "H", "H", "H", "H", "H", "H", "H", "H", "H"], "xyz": [[-1.32, 0.98, -2.45], [-0.63, 0.65, -1.15], [0.20, -0.61, -1.16], [0.73, -1.03, -2.16], [0.37, -1.25, 0.04], [-0.11, -0.81, 1.35], [1.04, -0.42, 2.27], [1.71, 0.69, 1.75], [-1.58, 2.04, -2.53], [-0.64, 0.85, -3.29], [-2.21, 0.38, -2.57], [0.10, 1.36, -0.78], [-1.37, 0.69, -0.35], [1.17, -1.85, 0.18], [-0.71, -1.55, 1.86], [-0.78, -0.02, 1.17], [1.71, -1.29, 2.25], [0.63, -0.29, 3.27], [1.70, 1.48, 2.30]], "nbo_charge": [-0.606, -0.509, 0.690, -0.613, -0.617, -0.235, -0.067, -0.732, 0.209, 0.232, 0.209, 0.237, 0.205, 0.391, 0.188, 0.200, 0.159, 0.175, 0.483]}

(c)
{"formula": "C5H11NO2", "method": "wB97M-V/def2-TZVPD", "homo_ev": -8.877, "smiles": "C=N[C@H](O)[C@H](C)OC", "multiplicity": 1, "lumo_ev": 0.841, "elements": ["C", "N", "C", "O", "C", "C", "O", "C", "H", "H", "H", "H", "H", "H", "H", "H", "H", "H", "H"], "xyz": [[1.41, 1.72, 0.31], [1.04, 1.13, -0.76], [-0.64, 0.72, -0.86], [-1.46, 1.79, -0.49], [-0.82, -0.52, -0.06], [-1.56, -0.42, 1.26], [0.72, -0.95, 0.36], [1.43, -1.83, -0.49], [2.31, 2.35, 0.27], [0.87, 1.65, 1.26], [-0.69, 0.53, -1.93], [-1.06, 2.57, -0.90], [-1.20, -1.34, -0.66], [-1.27, 0.48, 1.81], [-2.64, -0.38, 1.09], [-1.35, -1.28, 1.89], [0.86, -2.15, -1.37], [2.34, -1.33, -0.82], [1.72, -2.72, 0.08]], "nbo_charge": [-0.084, -0.406, 0.214, -0.706, 0.074, -0.633, -0.586, -0.244, 0.174, 0.155, 0.166, 0.487, 0.196, 0.221, 0.223, 0.233, 0.164, 0.182, 0.171]}

Most stable = (b)